(1)
A molecular structure, C18H22AsCl2O7RuS3. Source: the Open Molecules 2025 dataset; level of theory: ωB97M-V/def2-TZVPD.

```
! RIJCOSX wB97M-V def2-TZVPD def2/J DEFGRID3
* xyz 0 6
Ru 1.1331 0.8806 -1.2183
Cl -0.5797 -0.0039 -3.3724
C 0.2917 -1.5036 -3.5380
C -0.4269 -2.6129 -3.9395
C 0.2275 -3.8251 -4.0825
C 1.5831 -3.9115 -3.8187
C 2.2812 -2.7859 -3.4134
Cl 3.9737 -2.9598 -3.0848
C 1.6639 -1.5379 -3.2583
S 2.6017 -0.1338 -2.7618
H -1.4853 -2.5189 -4.1368
H -0.3195 -4.7021 -4.4006
H 2.1121 -4.8481 -3.9238
O 0.5372 1.7291 2.5224
As 1.6840 2.7139 1.5986
O 2.8695 3.1518 2.6149
O 2.1540 1.7369 0.2806
C 0.7245 4.2776 0.9851
C 1.1448 5.4331 1.6354
C 0.5584 6.6583 1.3463
C -0.4539 6.7415 0.4065
C -0.8793 5.5984 -0.2556
C -0.2897 4.3783 0.0304
S -0.8414 2.9852 -0.9057
O -2.1387 3.2758 -1.4305
O 0.2074 2.7632 -1.9543
O -0.7455 1.8193 -0.0047
H 0.9350 1.7102 3.4053
H 1.9388 5.3512 2.3671
H 0.8955 7.5479 1.8618
H -0.9163 7.6938 0.1836
H -1.6715 5.6385 -0.9901
C 0.6370 -4.9723 2.7311
C 0.5051 -3.4542 2.6858
C 0.3439 -2.9698 1.2517
S 0.2960 -1.1800 1.1342
O 0.2468 -0.9511 -0.3905
C -1.3516 -0.7965 1.7440
C -2.5375 -1.3730 0.9737
C -2.9720 -0.5416 -0.2280
H 0.7598 -5.3228 3.7551
H 1.5023 -5.3061 2.1566
H -0.2485 -5.4555 2.3149
H 1.3871 -2.9878 3.1303
H -0.3524 -3.1428 3.2875
H -0.5444 -3.3769 0.7679
H 1.2116 -3.2344 0.6433
H -1.3652 0.2940 1.7620
H -1.3239 -1.1390 2.7830
H -3.3635 -1.4378 1.6864
H -2.3411 -2.4013 0.6608
H -3.1724 0.4912 0.0583
H -3.8829 -0.9595 -0.6587
H -2.2040 -0.5242 -0.9975
*
```

**Highest occupied orbital energy (alpha / beta)**: -8.362 / -8.817 eV
**DFT total energy**: -154325.4629 eV
**Kohn-Sham gap (alpha / beta)**: 8.581 / 7.229 eV

(2)
A molecular structure, C6H8N2. Source: the Open Molecules 2025 dataset; level of theory: ωB97M-V/def2-TZVPD.

```
! RIJCOSX wB97M-V def2-TZVPD def2/J DEFGRID3
* xyz 0 1
C -0.2045 2.3913 -0.4328
C 0.0619 -1.7109 -0.9107
C -0.1332 1.3059 0.5691
C -0.9806 -0.7031 1.1933
C 0.2029 -1.2937 0.5593
N -1.0892 0.5815 0.9697
C 1.2672 -0.0080 0.4873
N 2.4158 0.1196 0.3019
H -1.5476 -1.1699 1.9864
H 0.6196 -2.1196 1.1405
H 0.7227 2.9635 -0.4396
H -1.0254 3.0673 -0.1745
H -0.4066 2.0121 -1.4402
H -0.5910 -2.5808 -0.9887
H 1.0419 -1.9626 -1.3181
H -0.3538 -0.8926 -1.5028
*
```

**Highest occupied orbital energy**: -7.968 eV
**DFT total energy**: -9328.0091 eV
**Kohn-Sham gap**: 7.285 eV

(3)
A molecular structure, C4H7CaO3. Source: the Open Molecules 2025 dataset; level of theory: ωB97M-V/def2-TZVPD.

```
! RIJCOSX wB97M-V def2-TZVPD def2/J DEFGRID3
* xyz 1 1
O -0.4526 -0.4738 0.2118
C -0.0519 0.7364 0.2215
O 1.1121 1.0818 -0.1147
Ca 3.3841 0.5354 0.4359
O -0.9646 1.6530 0.0521
C -2.3081 1.3839 0.4756
H -2.3102 0.9536 1.4833
H -2.8125 2.3530 0.4707
H -2.7892 0.6948 -0.2271
C 0.4303 -1.6558 -0.0177
H 0.6774 -1.9978 0.9982
H -0.1955 -2.2404 -0.7069
C 1.9822 -0.7580 -0.6968
H 1.8480 -0.5181 -1.7605
H 2.4504 -1.7480 -0.8253
*
```

**Highest occupied orbital energy**: -11.560 eV
**DFT total energy**: -28832.5435 eV
**Kohn-Sham gap**: 6.695 eV

(4)
A single C5H7NO molecule. Source: the Open Molecules 2025 dataset; level of theory: ωB97M-V/def2-TZVPD.

```
! RIJCOSX wB97M-V def2-TZVPD def2/J DEFGRID3
* xyz 0 1
C -0.3815 -1.4309 -0.5505
C -0.1174 -0.1482 0.1447
C 1.2031 0.8962 -1.7016
C -0.7182 0.0397 1.5513
C 0.5134 0.9215 -0.3437
N -0.4778 1.0559 2.2534
O 1.0824 0.0632 -2.5665
H -0.9206 1.0776 3.1699
H 1.8271 1.7980 -1.8755
H -1.3180 -0.8183 1.8891
H 0.6739 1.8022 0.2578
H 0.4465 -1.6861 -1.2094
H -1.2669 -1.3327 -1.1800
H -0.5459 -2.2382 0.1610
*
```

**SMILES**: [H]/N=C/C(C)=C/C=O
**Highest occupied orbital energy**: -9.736 eV
**DFT total energy**: -8834.5938 eV
**Kohn-Sham gap**: 9.485 eV

(5)
A gas-phase ion, C3H9N4 (charge +1). Source: the Open Molecules 2025 dataset; level of theory: ωB97M-V/def2-TZVPD.

```
! RIJCOSX wB97M-V def2-TZVPD def2/J DEFGRID3
* xyz 1 1
C -1.4003 0.5674 0.3444
C -1.4161 -0.7787 -0.4953
C 2.0841 0.2160 -0.3104
N -0.1074 1.1545 0.1966
N 0.4590 -1.0868 0.9061
N -0.0191 -1.1513 -0.4174
N 0.7195 0.0267 0.0928
H -2.1078 1.3551 -0.0059
H -1.6343 0.4097 1.3493
H -1.9534 -1.4759 -0.0013
H -1.9310 -0.6134 -1.5138
H 2.1849 -0.3479 -1.3303
H 2.4397 1.2473 -0.4648
H 2.7040 -0.2040 0.4026
H -0.0070 1.8444 -0.5269
H -0.0148 -1.1632 1.7744
*
```

**SMILES**: C[N@@+]12NCCN1N2
**Highest occupied orbital energy**: -14.811 eV
**DFT total energy**: -9204.8832 eV
**Kohn-Sham gap**: 11.858 eV

(6)
A single C2H3ClO2S molecule. Source: the Open Molecules 2025 dataset; level of theory: ωB97M-V/def2-TZVPD.

```
! RIJCOSX wB97M-V def2-TZVPD def2/J DEFGRID3
* xyz 0 1
C 0.0021 -0.9597 -0.0912
C 0.4454 0.4963 -0.0270
O -2.2697 0.1774 -0.9970
O 0.1135 1.3887 0.9174
S -0.8715 -0.1416 -1.3796
Cl 1.9958 0.9775 -0.7735
H 0.7457 -1.7244 -0.0774
H -0.6834 -1.2935 0.6702
H 0.5221 1.0792 1.7580
*
```

**Highest occupied orbital energy**: -9.182 eV
**DFT total energy**: -29572.8433 eV
**Kohn-Sham gap**: 9.510 eV